No. 1
Here is C5H8O2 as an isolated structure from OMol25. Energies are from ωB97M-V with the def2-TZVPD basis set.

Geometry as ORCA input:
```
! wB97M-V def2-TZVPD RIJCOSX def2/J DEFGRID3
* xyz 0 1
O -2.1496 0.4080 0.1713
C -1.0617 -0.4918 0.0457
C -0.2909 -0.0768 -1.2327
C 0.9344 0.5359 -0.5134
C 1.3828 -0.5063 0.5376
C 0.0124 -0.0982 1.0826
O 0.2938 1.2533 0.5911
H -1.7163 1.2731 0.3087
H -1.4690 -1.5073 0.0945
H -0.0526 -0.8226 -2.0078
H -1.0315 0.6603 -1.5697
H 1.6483 1.1371 -1.0803
H 1.6088 -1.5390 0.2578
H 2.1662 -0.0876 1.1803
H -0.2752 -0.1381 2.1345
*
```

Values from the calculation:
LUMO level: 1.03 eV
Relative energy (zero: lowest compared OMol25 entry of this formula, charge and spin): 190.7 kJ/mol

=====

No. 2
Here is C5H8O2 as an isolated structure from OMol25. Energies are from ωB97M-V with the def2-TZVPD basis set.

Geometry as ORCA input:
```
! wB97M-V def2-TZVPD RIJCOSX def2/J DEFGRID3
* xyz 0 1
C 0.5053 -0.3997 -1.4707
C 0.0675 -0.1508 -0.0365
C 1.0462 -0.7392 0.9682
C -0.5249 1.2345 0.3274
C -1.8070 0.4568 0.5189
O -2.9580 0.7328 0.6869
O -1.2682 -0.7495 0.1936
H -0.2208 -0.0079 -2.1890
H 1.4788 0.0645 -1.6673
H 0.6146 -1.4755 -1.6490
H 0.6891 -0.6056 1.9932
H 1.1505 -1.8142 0.7895
H 2.0412 -0.2885 0.8799
H -0.0604 1.7778 1.1563
H -0.7827 1.9426 -0.4678
*
```

Values from the calculation:
LUMO level: 0.73 eV
Relative energy (zero: lowest compared OMol25 entry of this formula, charge and spin): 23.9 kJ/mol

=====

No. 3
Here is a 3-piece molecular cluster, C5H8O2 overall from OMol25. Energies are from ωB97M-V with the def2-TZVPD basis set.

Geometry as ORCA input:
```
! wB97M-V def2-TZVPD RIJCOSX def2/J DEFGRID3
* xyz 0 1
C -0.2278 0.7148 1.8977
C 0.4494 0.9668 0.5527
O 1.4313 0.0732 0.1012
C 0.9956 -0.5301 -1.1182
C -0.3545 -1.2004 -0.8911
O -0.9149 -0.9713 0.2707
C -0.8987 0.3544 0.6145
H 0.1624 -0.0846 2.5264
H -0.5674 1.5969 2.4402
H 0.5789 2.0010 0.2246
H 1.7401 -1.2939 -1.3826
H 0.9739 0.2147 -1.9255
H -1.4733 0.1074 -1.5569
H -0.5620 -2.1972 -1.2785
H -1.6609 0.6406 -0.9374
*
```

Values from the calculation:
LUMO level (alpha / beta): 0.34 / 0.34 eV
Relative energy (zero: lowest compared OMol25 entry of this formula, charge and spin): 612.6 kJ/mol

=====

No. 4
Here is an isolated molecule of C5H8O2 from OMol25. Energies are from ωB97M-V with the def2-TZVPD basis set.

Geometry as ORCA input:
```
! wB97M-V def2-TZVPD RIJCOSX def2/J DEFGRID3
* xyz 0 1
O 0.9182 -2.1692 -0.5784
C 0.0534 -1.9725 0.2503
C 0.2138 -0.7659 1.1757
C 0.9047 0.3714 0.3496
C 0.1106 0.7762 -1.0295
C -1.1768 1.4388 -0.6219
O -1.4056 2.5893 -0.3476
H -1.0660 -2.5844 0.2279
H -0.7109 -0.4715 1.5099
H 0.8271 -1.2279 1.9049
H 1.0442 1.3415 0.8887
H 1.8878 0.2426 0.1085
H 0.5813 1.6171 -1.5593
H -0.1560 -0.0082 -1.7060
H -2.0259 0.8228 -0.5730
*
```

Values from the calculation:
LUMO level: 0.74 eV
SMILES string: O=CCCCC=O
Relative energy (zero: lowest compared OMol25 entry of this formula, charge and spin): 220.7 kJ/mol

=====

No. 5
Here is an isolated molecule of C5H8O2 from OMol25. Energies are from ωB97M-V with the def2-TZVPD basis set.

Geometry as ORCA input:
```
! wB97M-V def2-TZVPD RIJCOSX def2/J DEFGRID3
* xyz 0 1
O -1.7267 1.1477 0.5868
C -1.5326 -0.2148 0.2472
C -0.0748 -0.5747 0.1238
C 0.8492 -0.4236 1.3575
C 1.8663 0.2310 0.4244
O 3.0506 0.4181 0.4833
C 0.8174 0.4212 -0.6672
H -2.2029 1.3446 -0.2192
H -2.0889 -0.8563 0.9394
H -1.9904 -0.3338 -0.7485
H -0.0395 -1.5824 -0.2991
H 0.4605 0.3077 2.0772
H 1.1709 -1.3278 1.8794
H 0.4065 1.4380 -0.6123
H 1.1091 0.1876 -1.6946
*
```

Values from the calculation:
LUMO level: 0.68 eV
SMILES string: O=C1CC(CO)C1
Relative energy (zero: lowest compared OMol25 entry of this formula, charge and spin): 139.6 kJ/mol

=====

No. 6
Here is an isolated molecule of C5H8O2 from OMol25. Energies are from ωB97M-V with the def2-TZVPD basis set.

Geometry as ORCA input:
```
! wB97M-V def2-TZVPD RIJCOSX def2/J DEFGRID3
* xyz 0 1
O -0.2732 -0.4611 2.4486
C -0.2721 0.4325 1.3643
C 0.9901 0.3954 0.4573
C 0.1167 -0.1341 -0.6770
C 0.3291 -0.1376 -2.1190
O 0.4182 -1.3375 -1.3544
C -1.1560 0.0294 0.1500
H -0.0564 -1.3400 2.1094
H -0.5010 1.4129 1.7896
H 1.7648 -0.3009 0.7945
H 1.4476 1.3716 0.2657
H -0.5250 -0.0769 -2.7942
H 1.2740 0.2250 -2.5254
H -1.7263 -0.8940 0.2952
H -1.8304 0.8153 -0.2045
*
```

Values from the calculation:
LUMO level: 0.92 eV
SMILES string: O[C@H]1C[C@]2(CO2)C1
Relative energy (zero: lowest compared OMol25 entry of this formula, charge and spin): 218.6 kJ/mol

=====

No. 7
Here is an isolated molecule of C5H8O2 from OMol25. Energies are from ωB97M-V with the def2-TZVPD basis set.

Geometry as ORCA input:
```
! wB97M-V def2-TZVPD RIJCOSX def2/J DEFGRID3
* xyz 0 1
C 1.6319 -0.5628 -0.0847
C 0.4664 0.2396 0.4187
C 0.5669 1.4877 0.8756
O -1.8507 -0.2370 -1.8750
C -1.6030 0.3145 -0.8280
C -0.9082 -0.4235 0.3067
O -0.8545 -1.7895 0.0195
H 2.5396 0.0468 -0.0960
H 1.4473 -0.9488 -1.0939
H 1.7992 -1.4331 0.5585
H -0.3035 2.0349 1.2385
H 1.5174 2.0164 0.8834
H -1.8137 1.3870 -0.6584
H -1.4728 -0.2541 1.2357
H -1.1623 -1.8781 -0.9006
*
```

Values from the calculation:
LUMO level: 0.86 eV
SMILES string: C=C(C)[C@H](O)C=O
Relative energy (zero: lowest compared OMol25 entry of this formula, charge and spin): 117.2 kJ/mol

=====

No. 8
Here is an isolated molecule of C5H8O2 from OMol25. Energies are from ωB97M-V with the def2-TZVPD basis set.

Geometry as ORCA input:
```
! wB97M-V def2-TZVPD RIJCOSX def2/J DEFGRID3
* xyz 0 1
O -0.4339 -1.3598 1.6708
C 0.4409 -0.3983 0.9966
C 0.6671 -0.6767 -0.4978
C 0.0456 0.6797 -0.7863
C -0.1123 1.3958 -1.8880
O -1.6488 -1.6149 0.8638
C -0.3172 0.8930 0.6735
H -0.0074 -2.2323 1.6633
H 1.3225 -0.3140 1.6377
H 0.0351 -1.5046 -0.8318
H 1.7073 -0.8220 -0.8057
H -0.6051 2.3644 -1.8680
H 0.2305 1.0307 -2.8529
H -1.3839 0.7581 0.8710
H 0.0596 1.8008 1.1536
*
```

Values from the calculation:
LUMO level: 0.53 eV
Relative energy (zero: lowest compared OMol25 entry of this formula, charge and spin): 594.5 kJ/mol

=====

No. 9
Here is an isolated molecule of C5H8O2 from OMol25. Energies are from ωB97M-V with the def2-TZVPD basis set.

Geometry as ORCA input:
```
! wB97M-V def2-TZVPD RIJCOSX def2/J DEFGRID3
* xyz 0 1
O -1.2056 -1.8139 1.8499
C -1.2861 -1.0059 0.7053
C -0.5981 0.2532 0.8555
C 1.6588 0.0427 -0.4981
C 0.8784 1.3240 -0.8130
C -0.5150 1.1899 -0.2296
O -1.4938 1.8740 -0.5133
H -1.7886 -2.5734 1.7301
H -2.3054 -0.5750 0.5450
H -1.0545 -1.5670 -0.2185
H 1.3617 -0.3364 0.4945
H 2.7360 0.2028 -0.4394
H 1.4569 -0.7441 -1.2323
H 0.8032 1.5303 -1.8856
H 1.3521 2.1989 -0.3505
*
```

Values from the calculation:
LUMO level: -0.52 eV
Relative energy (zero: lowest compared OMol25 entry of this formula, charge and spin): 385.2 kJ/mol

=====

> What is the formula in the fifth record?

C5H8O2

=====

> Which value of relative energy (zero: lowest compared OMol25 entry of this formula, charge and spin) does entry 6 give?

218.6 kJ/mol

=====

> What is the relative energy (zero: lowest compared OMol25 entry of this formula, charge and spin) in the first record?

190.7 kJ/mol

=====

> Which value of relative energy (zero: lowest compared OMol25 entry of this formula, charge and spin) does entry 5 give?

139.6 kJ/mol